1.
A 6-piece molecular cluster, C2H17NO6 overall, computed with ωB97M-V/def2-TZVPD.

Computed properties:
Total energy (Eh): -592.5393
Relative energy (zero: lowest compared OMol25 entry of this formula, charge and spin) (eV): 2.112
LUMO (eV): 0.125
Gap between HOMO and LUMO (Eh): 0.337

Element x y z (Å)
C: 0.09488 0.95362 -0.74579
N: 0.93180 0.35283 0.24862
C: 2.29429 -0.01969 -0.10626
O: 2.54795 -1.35591 -0.46077
H: 0.55757 1.39482 -1.63378
H: -0.34338 1.90533 -0.39935
H: -0.66674 0.28467 -1.06733
H: 0.41246 -0.31712 0.77898
H: 2.40732 0.59900 -1.03431
H: 2.98398 0.26667 0.66217
H: 2.07977 -2.00080 0.08826
H: -2.83516 2.26723 2.01137
H: -2.32347 1.66204 0.69684
O: -2.77244 2.43032 1.06709
H: 0.77924 -2.01341 -2.41215
H: -0.19207 -1.72944 -3.45817
O: -0.10529 -1.62489 -2.50326
H: -2.02271 -1.14429 -0.25874
H: -3.02434 -0.80926 0.83216
O: -2.14591 -0.56391 0.51581
H: 1.37445 3.47421 1.25574
H: 1.49361 1.92594 1.19398
O: 1.42579 2.68478 1.80255
H: -0.76638 -3.28414 1.64547
H: -1.43119 -2.33491 0.55010
O: -0.75404 -3.00369 0.73079

=====

2.
C3H4N2O2 as an isolated structure, computed with ωB97M-V/def2-TZVPD.

Computed properties:
Total energy (Eh): -376.5301
Relative energy (zero: lowest compared OMol25 entry of this formula, charge and spin) (eV): 6.360
LUMO (eV): 0.357
Gap between HOMO and LUMO (Eh): 0.351

Element x y z (Å)
C: 1.54507 -0.63906 0.04823
C: 0.33551 0.17877 0.13746
C: -1.02932 0.00515 0.21775
H: 2.46267 0.02557 -0.38655
H: 1.94495 -0.80485 1.20200
H: 1.08962 -1.68838 -0.65937
H: -2.76578 -0.77906 -0.67761
N: -0.67126 2.06202 0.01889
N: -1.54093 1.12840 0.19884
O: 0.50926 1.51826 -0.11120
O: -1.87978 -1.00682 0.01156